{"formula": "C35H38BBeN4O20", "method": "wB97M-V/def2-TZVPD", "homo_energy_ev": -11.444, "multiplicity": 1, "total_energy_ev": -84890.9532, "orbital_gap_ev": 1.79, "charge": 1, "lumo_ha": -0.355, "elements": ["Be", "O", "C", "O", "B", "O", "C", "O", "O", "C", "O", "C", "O", "O", "N", "C", "C", "C", "C", "C", "H", "H", "H", "H", "H", "N", "C", "C", "C", "C", "C", "H", "H", "H", "H", "H", "N", "C", "C", "C", "C", "C", "H", "H", "H", "H", "H", "C", "C", "O", "C", "O", "O", "H", "H", "H", "H", "C", "C", "O", "C", "O", "O", "H", "H", "H", "H", "C", "C", "O", "C", "O", "O", "H", "H", "H", "H", "C", "C", "O", "C", "O", "O", "H", "H", "H", "H", "C", "C", "C", "C", "N", "H", "H", "H", "H", "H", "H", "H"], "coordinates": [[14.3956, -20.1625, 9.6735], [22.4319, -20.2568, 11.8391], [21.3881, -19.8603, 12.2418], [20.5111, -19.0673, 11.6305], [19.3069, -18.9094, 12.4232], [19.6053, -19.5090, 13.7091], [20.8426, -20.0365, 13.6903], [21.3756, -20.6516, 14.5532], [18.1811, -19.5975, 11.7329], [17.3045, -18.7219, 11.3832], [16.3827, -18.8608, 10.6004], [17.7033, -17.3558, 12.0355], [18.8844, -17.5346, 12.5940], [17.2204, -16.2732, 11.8752], [16.8264, -19.8865, 17.2812], [16.1794, -20.5089, 16.3047], [15.8635, -19.9855, 15.0575], [16.4482, -18.7540, 14.7787], [17.1547, -18.1008, 15.7576], [17.2871, -18.6638, 17.0186], [15.8676, -21.5300, 16.5090], [15.3098, -20.5719, 14.3420], [16.2867, -18.1955, 13.8615], [17.5858, -17.1145, 15.6380], [17.7784, -18.0496, 17.7622], [19.1742, -21.0879, 7.6355], [19.7941, -20.3124, 8.5444], [20.2284, -19.0073, 8.3604], [19.8696, -18.4093, 7.1470], [19.3007, -19.1832, 6.1497], [19.0116, -20.5094, 6.4352], [20.0270, -20.8945, 9.4305], [20.6490, -18.4677, 9.1964], [20.4039, -17.4902, 6.9270], [19.0092, -18.7105, 5.2220], [18.4428, -21.1833, 5.8024], [13.7172, -20.0608, 12.0767], [13.1308, -21.0384, 12.7879], [12.6094, -20.8612, 14.0508], [12.7365, -19.5875, 14.5885], [13.3803, -18.5712, 13.9000], [13.9104, -18.8738, 12.6563], [12.9741, -21.9703, 12.2604], [12.0366, -21.6948, 14.4286], [12.3311, -19.4328, 15.5811], [13.4266, -17.5981, 14.3645], [14.4066, -18.0825, 12.1074], [18.1088, -15.9812, 8.5810], [19.4045, -15.6324, 9.3408], [19.3767, -14.1976, 9.3230], [18.1318, -13.7518, 9.0307], [17.7627, -12.6288, 9.0062], [17.3450, -14.8220, 8.8246], [17.5674, -16.8724, 8.9015], [18.2054, -16.1475, 7.5051], [20.2688, -15.8814, 8.7271], [19.5028, -16.0838, 10.3255], [24.6689, -19.8305, 14.1301], [25.0260, -21.1455, 14.8522], [26.0971, -20.7560, 15.7357], [26.4021, -19.4715, 15.5563], [27.0957, -18.8187, 16.2663], [25.6476, -18.8955, 14.5623], [23.6959, -19.4953, 14.4887], [24.5982, -20.0475, 13.0676], [25.4335, -21.8441, 14.1265], [24.1726, -21.5230, 15.4052], [16.8681, -13.5795, 13.7900], [17.2818, -13.0026, 12.3895], [17.6981, -11.6797, 12.7759], [17.6880, -11.4914, 14.1082], [18.0096, -10.4925, 14.6511], [17.1876, -12.5918, 14.7087], [17.4194, -14.4992, 13.9834], [15.7980, -13.7987, 13.7685], [16.4831, -13.0315, 11.6554], [18.1623, -13.5339, 12.0335], [14.2140, -14.1728, 8.9328], [13.1736, -14.2205, 10.0474], [13.4123, -15.5618, 10.5217], [13.9395, -16.3038, 9.5453], [14.1616, -17.4880, 9.6146], [14.2482, -15.5426, 8.5028], [15.2183, -13.9405, 9.2905], [14.0352, -13.5359, 8.0717], [12.1846, -14.1854, 9.5929], [13.3720, -13.4476, 10.7802], [18.8897, -24.8881, 16.5193], [19.3572, -24.7676, 15.0723], [20.4598, -23.7607, 14.8208], [21.8534, -24.1965, 14.9912], [22.9094, -24.6139, 15.1490], [18.4744, -23.9617, 16.9086], [19.7557, -25.2119, 17.1063], [18.2613, -25.7701, 16.6501], [18.5182, -24.5365, 14.4108], [19.6791, -25.7617, 14.7503], [20.2891, -22.8469, 15.3887], [20.4705, -23.5898, 13.7383]], "forces_ev_per_a": [[1.039, 2.589, 3.605], [-0.210, -0.120, -0.420], [0.312, 0.699, 1.250], [-0.191, 0.187, -1.097], [1.617, -0.674, 1.282], [0.214, -0.197, 0.288], [-0.569, -0.788, -0.774], [0.062, 0.175, 0.431], [-1.190, 0.124, -0.595], [0.938, -0.555, 0.437], [-1.809, -0.573, -0.770], [1.540, 1.179, -0.635], [-0.840, -0.083, -0.306], [-1.207, -0.376, -0.017], [0.285, 0.410, 0.256], [-0.495, -0.792, -0.106], [1.310, 0.446, 0.304], [-0.573, 0.388, -0.273], [0.274, 0.518, 0.613], [-0.281, -0.238, -0.697], [-0.045, 0.054, 0.234], [0.037, -0.014, -0.042], [-0.084, -0.324, -0.138], [-0.054, -0.035, -0.415], [0.022, -0.502, 0.435], [0.848, 1.502, -0.263], [0.224, -1.416, 0.415], [-1.501, -0.177, -0.288], [2.102, -0.495, 0.332], [-0.339, 0.267, 0.121], [-1.516, -0.762, 0.646], [0.014, 0.537, 0.368], [0.410, -0.045, -0.162], [-0.835, 0.462, -0.180], [0.225, -0.297, -0.232], [0.308, 0.421, -0.737], [0.676, -0.221, -1.302], [-0.442, -0.565, -1.174], [0.275, 0.459, -1.070], [-0.464, -0.406, 0.774], [-0.376, -0.973, 0.268], [-0.327, 1.256, -0.351], [0.105, -0.069, 0.090], [0.150, 0.164, 0.595], [-0.035, 0.315, -0.060], [0.376, 0.133, -0.302], [0.043, -0.247, -0.291], [0.230, -0.498, 0.246], [0.276, -0.194, -1.729], [-0.101, 0.277, 0.456], [0.705, -0.689, 0.531], [-0.051, 0.240, 0.014], [-1.519, 0.010, -0.472], [0.026, 0.206, 0.581], [0.450, 0.438, -0.023], [0.101, -0.293, 0.287], [-0.146, 0.454, 0.210], [-0.763, -0.757, 0.702], [0.561, 0.739, -0.497], [-0.328, -0.485, -0.181], [-0.995, 1.330, 0.554], [0.624, -0.296, -0.247], [0.424, -0.751, -0.386], [0.000, 0.205, -0.172], [0.423, 0.724, -0.159], [-0.158, -0.400, 0.278], [0.232, -0.321, 0.131], [-0.290, -0.857, -1.838], [0.829, -0.083, 1.955], [-0.137, 0.042, -1.205], [-0.487, 0.005, -0.471], [0.153, -0.040, 0.191], [0.085, 0.207, 1.029], [-0.036, 0.058, 0.218], [-0.015, 0.084, 0.443], [0.015, 0.472, -0.038], [-0.074, 0.058, -0.317], [0.562, 0.529, 0.012], [0.728, 0.062, -1.683], [-0.248, -0.709, 0.827], [0.247, 1.504, -0.356], [-0.373, -1.574, 0.084], [0.023, -0.869, -0.134], [-0.103, 0.049, 0.148], [-0.413, -0.071, 0.072], [-0.214, 0.127, 0.488], [-0.279, -0.338, 0.404], [1.032, -0.785, -0.084], [-0.404, -1.002, 0.158], [0.565, 0.128, -0.942], [-0.609, -0.424, 0.946], [0.288, 0.078, -0.127], [-0.145, -0.139, 0.152], [0.093, 0.591, 0.217], [-0.645, 0.432, -0.162], [-0.010, 0.237, 0.084], [0.128, 0.066, -0.060], [0.108, 0.174, -0.280], [-0.386, 0.702, 0.095]], "mulliken_charge": [1.230, -0.598, 0.568, -0.686, 1.372, -0.603, 0.318, -0.512, -0.313, 0.308, -0.273, 0.708, -0.413, -0.629, -0.571, -0.958, -0.260, 1.007, -0.499, -0.532, 0.401, 0.705, -0.068, 0.409, 0.391, -0.647, -0.370, -0.197, -0.301, -0.615, -0.385, 0.639, 0.595, 0.523, 0.412, 0.428, 0.076, -0.319, -0.561, -0.331, -0.810, -0.088, 0.387, 0.478, 0.453, 0.472, 0.681, -0.269, 0.055, -0.408, 0.522, -0.516, -0.233, -0.023, 0.389, 0.297, 0.131, 0.303, -0.200, -0.347, 0.584, -0.523, -0.407, -0.167, 0.288, 0.243, 0.182, 0.409, 0.337, -0.438, 0.537, -0.505, -0.375, -0.093, 0.181, -0.029, -0.043, 0.327, -0.429, -0.287, 0.525, -0.450, -0.327, -0.306, 0.331, 0.314, 0.373, -1.159, -0.533, 0.150, 0.138, -0.480, 0.286, 0.320, 0.382, 0.291, 0.326, 0.186, 0.117]}